(1)
{"formula": "C20H28N4NiO5S3", "method": "ωB97M-V/def2-TZVPD", "elements": ["Ni", "S", "S", "S", "O", "O", "O", "O", "O", "N", "N", "N", "N", "C", "C", "C", "C", "C", "C", "C", "C", "C", "C", "C", "C", "C", "C", "C", "C", "C", "C", "C", "C", "H", "H", "H", "H", "H", "H", "H", "H", "H", "H", "H", "H", "H", "H", "H", "H", "H", "H", "H", "H", "H", "H", "H", "H", "H", "H", "H", "H"], "coordinates": [[0.431, 0.161, 0.010], [0.759, -4.995, 6.261], [3.354, 2.120, 1.166], [2.669, 0.166, -1.054], [-0.189, -4.487, 7.242], [1.491, -2.383, -0.516], [0.446, -6.335, 5.789], [2.156, -4.794, 6.620], [-0.721, -0.688, -1.312], [4.985, 0.441, 0.201], [-0.275, -1.290, 1.629], [0.071, 1.573, 1.603], [0.128, 1.931, -1.186], [-0.368, -0.807, -4.937], [-0.758, -0.435, -3.660], [0.605, -2.185, -2.713], [1.516, -4.399, -1.729], [4.988, 2.049, 1.964], [5.883, 1.300, 0.976], [0.963, -2.553, -4.017], [3.725, 0.825, 0.059], [-0.008, -2.232, 2.694], [0.496, -3.937, 4.826], [1.210, -2.188, 3.340], [1.465, -3.039, 4.410], [1.219, -2.925, -1.570], [-0.737, -3.980, 4.164], [-1.430, 3.117, 0.307], [-0.285, -1.095, -2.510], [-0.987, -3.127, 3.097], [-1.227, 2.519, -1.082], [0.502, -1.874, -5.128], [-1.318, 2.091, 1.429], [5.335, 3.061, 2.145], [2.411, -3.019, 4.938], [-2.428, 3.553, 0.351], [4.887, 1.523, 2.910], [-1.958, 1.238, 1.190], [0.718, 2.337, 1.748], [1.572, -4.858, -0.744], [6.610, 0.691, 1.502], [0.089, 1.008, 2.448], [1.646, -3.385, -4.154], [-0.993, -1.601, 0.993], [2.486, -4.532, -2.220], [0.306, 1.602, -2.129], [0.756, -4.890, -2.335], [1.973, -1.485, 2.994], [5.346, -0.227, -0.469], [6.409, 1.989, 0.319], [0.804, -2.173, -6.126], [-1.679, 2.519, 2.359], [0.600, -1.139, 1.142], [-0.748, -0.262, -5.795], [-1.471, 0.376, -3.513], [-1.388, 3.276, -1.844], [0.826, 2.638, -0.988], [-1.483, -4.692, 4.498], [-1.943, 1.715, -1.241], [-1.946, -3.150, 2.576], [-0.713, 3.932, 0.471]], "nbo_charge": [1.421, 2.416, 0.299, -0.137, -1.013, -0.603, -1.014, -1.025, -0.917, -0.554, -0.852, -0.908, -0.866, -0.182, -0.271, -0.272, -0.722, -0.529, -0.226, -0.142, -0.049, 0.112, -0.313, -0.227, -0.199, 0.621, -0.155, -0.422, 0.358, -0.260, -0.230, -0.270, -0.228, 0.250, 0.247, 0.237, 0.241, 0.211, 0.381, 0.254, 0.235, 0.417, 0.213, 0.405, 0.236, 0.407, 0.231, 0.176, 0.431, 0.209, 0.219, 0.207, 0.304, 0.214, 0.202, 0.196, 0.376, 0.242, 0.221, 0.203, 0.196], "e_tot_ha": -4076.9863, "multiplicity": 3, "s2": 2.006}



(2)
{"formula": "C20H28N4O5V", "method": "ωB97M-V/def2-TZVPD", "elements": ["V", "O", "O", "O", "O", "O", "N", "N", "N", "N", "C", "C", "C", "C", "C", "C", "C", "C", "C", "C", "C", "C", "C", "C", "C", "C", "C", "C", "C", "C", "H", "H", "H", "H", "H", "H", "H", "H", "H", "H", "H", "H", "H", "H", "H", "H", "H", "H", "H", "H", "H", "H", "H", "H", "H", "H", "H", "H"], "coordinates": [[0.524, -0.103, -0.285], [-5.503, -1.474, 2.579], [-3.454, 4.255, 3.110], [1.656, -0.814, 0.718], [0.358, 0.343, -1.885], [1.468, -1.844, -1.546], [-1.215, -0.854, 0.195], [3.678, -1.707, 1.300], [-0.184, 1.411, 0.746], [0.906, 0.678, -4.067], [-3.219, -0.545, 1.454], [-0.117, 3.619, 1.668], [-3.641, -1.848, 1.159], [4.781, -2.602, 1.019], [0.453, 2.561, 0.982], [-2.824, -2.614, 0.317], [1.574, 0.310, -5.290], [-1.443, 3.513, 2.108], [0.940, -0.023, -2.971], [0.194, 1.935, -4.132], [-1.629, -2.084, -0.129], [-4.908, -2.390, 1.736], [2.571, -2.359, -0.818], [1.678, -1.361, -2.864], [3.805, -0.932, 2.514], [-2.148, 4.613, 2.836], [2.661, -1.583, 0.498], [-2.103, 2.301, 1.862], [-2.015, -0.068, 0.956], [-1.451, 1.267, 1.206], [1.475, 2.635, 0.612], [-6.320, -1.813, 2.978], [3.507, -2.293, -1.384], [5.516, -2.122, 0.365], [4.448, -3.533, 0.564], [0.844, 0.020, -6.051], [2.376, -3.423, -0.601], [-4.684, -3.343, 2.258], [-0.350, 1.995, -5.076], [-3.107, -3.612, 0.020], [4.782, -0.438, 2.534], [-3.125, 2.205, 2.196], [-3.853, 0.060, 2.084], [0.460, 4.512, 1.855], [-0.517, 2.039, -3.311], [0.899, 2.771, -4.105], [-3.962, 4.976, 3.512], [2.747, -1.227, -3.084], [1.250, -2.085, -3.577], [-1.590, 4.853, 3.769], [5.298, -2.848, 1.947], [-5.586, -2.691, 0.909], [3.011, -0.188, 2.608], [3.770, -1.601, 3.378], [-2.090, 5.553, 2.251], [-0.983, -2.670, -0.780], [2.273, -0.508, -5.161], [2.116, 1.174, -5.684]], "lowdin_spin": [1.032, 0.000, 0.000, -0.008, -0.009, 0.007, -0.008, -0.005, -0.004, -0.006, -0.001, -0.001, -0.002, -0.001, 0.005, -0.002, -0.001, -0.001, 0.002, -0.001, 0.004, -0.001, 0.001, 0.001, -0.001, -0.001, 0.002, -0.001, 0.001, 0.001, 0.001, 0.000, 0.000, 0.000, 0.000, 0.000, 0.000, 0.000, 0.000, 0.000, 0.000, 0.000, 0.000, 0.000, 0.000, 0.000, 0.000, 0.000, 0.000, 0.000, 0.000, 0.000, 0.000, 0.000, 0.000, 0.000, 0.000, 0.000], "e_tot_ha": -2316.6690, "total_charge": 4, "multiplicity": 2, "s2": 0.758}



(3)
{"formula": "C20H28N6PdSbTe", "method": "ωB97M-V/def2-TZVPD", "elements": ["Te", "Sb", "Pd", "N", "N", "N", "N", "N", "N", "C", "C", "C", "C", "C", "C", "C", "C", "C", "C", "C", "C", "C", "C", "C", "C", "C", "C", "C", "C", "H", "H", "H", "H", "H", "H", "H", "H", "H", "H", "H", "H", "H", "H", "H", "H", "H", "H", "H", "H", "H", "H", "H", "H", "H", "H", "H", "H"], "coordinates": [[-1.647, 0.555, -2.481], [-0.072, -1.734, 0.190], [0.277, 0.667, -0.798], [0.361, 2.835, -0.264], [6.020, 2.154, 1.007], [2.427, 1.111, -0.387], [3.326, -0.892, -1.091], [4.716, 0.606, -0.059], [3.843, 2.725, 0.581], [-5.802, 0.862, -1.293], [0.680, 5.475, 0.514], [-0.670, 3.681, -0.285], [-0.268, -3.268, -1.298], [1.553, 3.290, 0.145], [-0.552, 5.008, 0.093], [1.753, 4.602, 0.545], [0.763, -3.127, -2.410], [1.769, -4.004, 1.308], [1.416, -2.538, 1.533], [-4.635, 0.703, -2.022], [-3.400, 0.789, -1.379], [3.504, 0.303, -0.501], [-1.829, -2.091, 1.379], [-5.746, 1.113, 0.071], [2.681, 2.321, 0.126], [-2.126, -3.567, 1.615], [-3.346, 1.042, -0.005], [4.836, 1.810, 0.500], [-4.518, 1.206, 0.716], [-4.682, 0.514, -3.087], [-2.385, 1.104, 0.490], [-1.416, 5.657, 0.054], [2.736, 4.909, 0.866], [6.786, 1.506, 0.962], [2.301, -1.910, 1.433], [4.152, -1.422, -1.313], [0.806, 6.507, 0.814], [-1.290, -4.076, 2.097], [2.495, -1.030, -1.640], [-2.997, -3.683, 2.263], [-1.648, -1.570, 2.322], [-4.477, 1.404, 1.779], [0.710, -2.138, -2.873], [-2.341, -4.089, 0.681], [-1.620, 3.276, -0.608], [-1.281, -3.179, -1.699], [-6.661, 1.237, 0.635], [-2.671, -1.592, 0.897], [2.171, -4.175, 0.307], [2.525, -4.331, 2.023], [1.023, -2.377, 2.539], [0.901, -4.654, 1.429], [0.598, -3.860, -3.200], [-0.204, -4.242, -0.811], [1.780, -3.275, -2.037], [-6.760, 0.794, -1.792], [6.137, 3.058, 1.426]], "nbo_charge": [0.437, 1.083, 0.307, -0.472, -0.746, -0.634, -0.778, -0.565, -0.544, -0.200, -0.143, 0.055, -0.743, 0.138, -0.226, -0.190, -0.626, -0.621, -0.727, -0.217, -0.321, 0.616, -0.723, -0.196, 0.458, -0.624, -0.265, 0.606, -0.147, 0.228, 0.222, 0.239, 0.256, 0.418, 0.227, 0.419, 0.236, 0.206, 0.410, 0.226, 0.225, 0.216, 0.201, 0.210, 0.212, 0.229, 0.227, 0.229, 0.203, 0.225, 0.226, 0.208, 0.230, 0.233, 0.199, 0.230, 0.417], "e_tot_ha": -1743.4486, "total_charge": 1, "multiplicity": 3, "s2": 2.017}